Record 1
{
  "formula": "C32H24FI2N4O5PtS",
  "method": "ωB97M-V with the def2-TZVPD basis set",
  "species": ["Pt", "I", "C", "C", "C", "I", "C", "C", "C", "C", "N", "C", "C", "O", "H", "H", "H", "H", "C", "C", "C", "C", "C", "C", "C", "C", "S", "C", "N", "C", "C", "C", "C", "C", "C", "C", "C", "H", "H", "H", "H", "H", "H", "H", "H", "H", "H", "H", "H", "H", "H", "H", "H", "F", "C", "C", "N", "C", "C", "O", "O", "C", "O", "N", "C", "O", "H", "H", "H", "H"],
  "coordinates": [[0.41174, 0.30507, 1.86623], [0.49029, 4.17602, -1.84104], [2.00551, 3.22950, -0.77486], [3.33457, 3.64655, -0.93952], [4.36883, 2.99565, -0.32278], [6.32141, 3.62757, -0.69665], [4.10725, 1.88863, 0.52327], [5.07549, 1.04401, 1.11130], [4.68418, -0.05239, 1.82743], [3.31835, -0.28636, 2.05322], [2.40588, 0.52989, 1.57940], [2.76044, 1.55511, 0.75332], [1.66217, 2.15737, 0.04332], [0.47652, 1.66497, 0.17129], [3.53937, 4.47975, -1.59789], [6.12501, 1.24855, 0.94601], [5.41143, -0.73988, 2.23573], [2.95771, -1.13012, 2.62395], [-4.37760, 1.95140, -2.68760], [-3.41786, 0.77275, -2.47515], [-3.81703, -0.38826, -3.39616], [-2.00755, 1.22313, -2.85308], [-3.49892, 0.31610, -1.02002], [-4.71743, -0.18368, -0.51770], [-4.86690, -0.59951, 0.78797], [-3.75785, -0.53943, 1.62637], [-3.59859, -0.95679, 3.30668], [-1.93653, -0.51249, 3.25323], [-1.53919, -0.06955, 2.09232], [-2.54261, -0.06948, 1.13815], [-2.40983, 0.38397, -0.17286], [-0.91798, -0.59174, 4.27826], [-1.14275, -0.96215, 5.59866], [-0.08393, -0.97362, 6.48831], [1.17971, -0.60643, 6.03479], [1.39420, -0.24659, 4.71142], [0.35329, -0.23398, 3.78285], [-4.33908, 2.28356, -3.72803], [-4.09956, 2.79170, -2.04842], [-5.40895, 1.67699, -2.45829], [-3.73757, -0.07897, -4.44107], [-4.84360, -0.71355, -3.21938], [-3.16003, -1.24644, -3.24206], [-1.99579, 1.53586, -3.89969], [-1.28250, 0.41266, -2.74464], [-1.66665, 2.06343, -2.24919], [-5.57615, -0.24451, -1.17470], [-5.81931, -0.97261, 1.14099], [-1.45635, 0.79441, -0.47750], [-2.13973, -1.23944, 5.92395], [-0.23517, -1.25859, 7.52109], [2.01361, -0.60202, 6.72749], [2.39353, 0.04110, 4.40843], [3.40768, 0.60714, -2.40561], [2.76038, -0.55641, -2.59804], [1.59639, -0.81855, -1.98817], [0.91141, -1.98858, -2.19666], [-0.28946, -2.27209, -1.40569], [-0.00785, -2.52436, 0.09763], [-0.89903, -3.16405, 0.67627], [1.03628, -2.00782, 0.56735], [1.40860, -2.97136, -3.02093], [0.85945, -4.03359, -3.23942], [2.61642, -2.65725, -3.62432], [3.38272, -1.50714, -3.49272], [4.43427, -1.37148, -4.08815], [1.13993, -0.10814, -1.31156], [-0.77979, -3.13762, -1.83452], [-0.96043, -1.41308, -1.48047], [2.98559, -3.37270, -4.23211]],
  "e_lumo_ev": 1.89,
  "total_charge": -1,
  "e_tot_ha": -3042.04177
}

---

Record 2
{
  "formula": "C20H16N10Sn",
  "method": "ωB97M-V with the def2-TZVPD basis set",
  "species": ["Sn", "N", "C", "N", "C", "N", "N", "C", "C", "C", "C", "C", "C", "N", "C", "C", "C", "C", "C", "C", "H", "H", "H", "H", "H", "H", "H", "H", "H", "H", "H", "N", "C", "N", "C", "N", "C", "C", "N", "C", "C", "N", "H", "H", "H", "H", "H"],
  "coordinates": [[0.79198, -1.72950, 0.03757], [1.30894, 4.62201, -1.74779], [1.31446, 3.29482, -1.82674], [0.50995, 2.51308, -1.13056], [-0.36865, 3.12241, -0.31948], [-1.33268, 2.36017, 0.33262], [-1.74189, 1.29027, -0.04806], [-2.77850, 0.66224, -0.44342], [-2.95335, -0.77978, -0.60140], [-4.24070, -1.19846, -0.91053], [-4.49802, -2.54550, -1.13301], [-3.44754, -3.42766, -1.05919], [-2.18390, -2.93106, -0.74280], [-1.90436, -1.65478, -0.50153], [-0.39692, 4.50584, -0.08937], [-1.28481, 5.15786, 0.79896], [-1.26300, 6.51884, 0.88748], [-0.37474, 7.28724, 0.08361], [0.51152, 6.68667, -0.78124], [0.50350, 5.30172, -0.88058], [1.92129, 5.16341, -2.35683], [1.99957, 2.83314, -2.52670], [-3.62102, 1.27978, -0.76244], [-5.04924, -0.47766, -0.96750], [-5.49668, -2.88602, -1.37617], [-3.59111, -4.48163, -1.26105], [-1.34087, -3.60074, -0.72446], [-1.95196, 4.57176, 1.41819], [-1.91501, 7.02495, 1.58789], [-0.39225, 8.36851, 0.15925], [1.19060, 7.28173, -1.38128], [5.23042, -2.34781, 1.07103], [4.31040, -1.45292, 0.72940], [3.14413, -2.08062, 0.62151], [3.42744, -3.36888, 0.93729], [4.68475, -3.56805, 1.20832], [2.36643, -4.35293, 1.05992], [2.63360, -5.68096, 1.40507], [1.63508, -6.51910, 1.60435], [0.38237, -6.11306, 1.49722], [0.10881, -4.79496, 1.13953], [1.09691, -3.91827, 0.90583], [6.22335, -2.22601, 1.22800], [4.49498, -0.40092, 0.58786], [3.65222, -6.03238, 1.51893], [-0.40951, -6.82500, 1.69355], [-0.90598, -4.45180, 1.05871]],
  "e_lumo_ev": -14.64,
  "total_charge": 4,
  "e_tot_ha": -1532.03896
}

---

Record 3
{
  "formula": "C23H49FN5O17S2Zr",
  "method": "ωB97M-V with the def2-TZVPD basis set",
  "species": ["Zr", "C", "O", "H", "H", "H", "C", "C", "O", "N", "C", "H", "H", "H", "H", "H", "H", "H", "C", "C", "O", "N", "C", "H", "H", "H", "H", "H", "H", "H", "C", "C", "O", "N", "C", "H", "H", "H", "H", "H", "H", "H", "C", "C", "O", "N", "C", "H", "H", "H", "H", "H", "H", "H", "C", "C", "O", "N", "C", "H", "H", "H", "H", "H", "H", "H", "C", "C", "O", "C", "O", "O", "F", "H", "H", "H", "C", "C", "O", "S", "O", "O", "O", "H", "H", "H", "H", "C", "C", "O", "S", "O", "O", "O", "H", "H", "H", "H"],
  "coordinates": [[2.49174, -1.27754, -1.52217], [-0.48040, -0.06020, -0.39026], [0.61626, -0.77228, -0.89215], [-1.21608, 0.12679, -1.18622], [-1.03141, -0.67068, 0.33204], [-0.17154, 0.89664, 0.02434], [-4.25147, 1.45249, 5.87753], [-4.18960, 1.16869, 4.40103], [-5.01118, 0.47286, 3.85636], [-3.17018, 1.77712, 3.70354], [-2.92491, 1.44408, 2.31832], [-3.69215, 2.32845, 6.21094], [-3.97031, 0.60185, 6.49978], [-5.30108, 1.64089, 6.10384], [-2.37587, 2.04123, 4.25694], [-3.84246, 1.06047, 1.88599], [-2.09545, 0.73975, 2.18361], [-2.63329, 2.37205, 1.81803], [0.86429, -3.07451, 1.88070], [2.18545, -2.44136, 1.69618], [2.51289, -1.96458, 0.56485], [2.93803, -2.32084, 2.75833], [4.24898, -1.68221, 2.80849], [0.79882, -3.76569, 2.72291], [0.51931, -3.62573, 1.01450], [0.10259, -2.31735, 2.08850], [2.49716, -2.60459, 3.62103], [4.57585, -1.46027, 1.79540], [4.93579, -2.47566, 3.10748], [4.25758, -0.81393, 3.45682], [-0.95594, -2.26952, -3.75511], [0.43621, -1.96884, -4.18544], [1.31415, -1.58839, -3.32965], [0.79136, -2.25157, -5.41361], [2.00437, -1.81563, -6.09146], [-1.18572, -1.88380, -2.77167], [-1.09219, -3.35224, -3.76875], [-1.63029, -1.83784, -4.50034], [0.04682, -2.65957, -5.96544], [1.82085, -1.64149, -7.14732], [2.74760, -2.60884, -5.99580], [2.40366, -0.88984, -5.68570], [0.85548, 2.16074, -3.53059], [2.22060, 1.74904, -3.13514], [2.38415, 0.60125, -2.62602], [3.21321, 2.60996, -3.18846], [3.14780, 3.91329, -3.87063], [0.12135, 1.66396, -2.88962], [0.59231, 1.92523, -4.56146], [0.62615, 3.20030, -3.29302], [4.12558, 2.27742, -2.90878], [4.16304, 4.27336, -4.00233], [2.63362, 4.61229, -3.21141], [2.64374, 3.88424, -4.83090], [2.36536, 2.38997, 0.60179], [3.40665, 1.32514, 0.54425], [3.26690, 0.34117, -0.24805], [4.47694, 1.43997, 1.28914], [4.88492, 2.60313, 2.09345], [2.40059, 2.99246, -0.30577], [2.50950, 2.95634, 1.51546], [1.35920, 1.98998, 0.69006], [5.12437, 0.66299, 1.26974], [5.96582, 2.65640, 2.16509], [4.40195, 2.53083, 3.06700], [4.57040, 3.53923, 1.64063], [-1.89774, -4.07517, -0.48114], [-2.90551, -3.73577, 0.62941], [-4.01087, -3.20385, -0.02309], [-3.76430, -3.10275, -1.35349], [-4.44940, -2.57501, -2.15436], [-2.53500, -3.56561, -1.64523], [-2.38685, -2.72151, 1.41708], [-1.71247, -5.13869, -0.61125], [-0.96980, -3.51590, -0.36425], [-3.12462, -4.58545, 1.26944], [-3.85839, 0.77688, -2.61205], [-5.06416, 0.55954, -3.52298], [-4.69342, 1.26450, -4.72417], [-3.13924, 1.20812, -5.01113], [-2.64994, 2.44788, -5.47146], [-2.76029, 0.04111, -5.71589], [-2.75450, 1.07979, -3.44916], [-3.68530, -0.10156, -1.99109], [-4.08979, 1.60455, -1.93905], [-5.97817, 1.04074, -3.18481], [-5.33613, -0.48440, -3.68129], [0.90896, -0.09951, 6.13679], [-0.29176, 0.82790, 5.92624], [-0.39087, 1.06032, 4.51159], [1.00953, 0.90021, 3.83142], [1.77965, 2.08617, 3.85006], [0.81914, 0.22602, 2.59401], [1.64014, -0.10070, 4.90076], [0.72805, -1.11048, 6.49386], [1.50134, 0.36135, 6.92951], [-0.06577, 1.79053, 6.39065], [-1.22042, 0.51373, 6.39420]],
  "e_lumo_ev": -9.74,
  "total_charge": 3,
  "e_tot_ha": -3401.17933
}

---

Record 4
{
  "formula": "C5H8O2",
  "method": "ωB97M-V with the def2-TZVPD basis set",
  "species": ["C", "C", "O", "C", "C", "C", "O", "H", "H", "H", "H", "H", "H", "H", "H"],
  "coordinates": [[-1.63947, -0.57954, -0.09096], [-0.40121, 0.31527, -0.12414], [-0.78836, 1.65597, -0.36303], [0.54248, 0.16463, 1.10133], [1.71411, -0.35175, 0.20902], [0.83922, -0.00274, -0.99268], [1.05495, 0.23569, -2.15228], [-2.29079, -0.16124, 0.68612], [-2.20493, -0.56668, -1.03137], [-1.42194, -1.62344, 0.16451], [-0.94704, 1.70866, -1.31790], [0.71600, 1.13796, 1.57015], [0.18544, -0.56008, 1.83895], [2.67962, 0.17039, 0.28329], [1.88026, -1.43796, 0.26162]],
  "e_lumo_ev": 0.91,
  "e_tot_ha": -345.76534,
  "smiles": "C[C@@]1(O)CCC1=O"
}

---

These records have relative energy (zero: lowest compared OMol25 entry of this formula, charge and spin) values of 2.67; 120.22; 0.00; 24.86 kcal/mol, in the order they appear.